127
Properties=species:S:1:pos:R:3:forces:R:3 method="wB97M-V/def2-TZVPD" orbital_gap_ev=7.61 total_charge=0 max_force_ev_per_a=9.95 total_energy_ha=-2760.638074 lumo_energy_ev=-1.90 e_homo_ha=-0.350
C -2.387421 -4.441910 5.093606 -1.73 0.16 1.87
N -2.709987 -4.830103 3.667852 0.58 1.91 -2.16
C -1.522280 -5.404681 2.928969 1.99 0.65 0.49
C -3.412828 -3.733789 2.899823 -6.02 -0.24 1.69
O -4.742943 -3.595788 3.127400 8.22 -0.48 -1.35
C -2.750154 -2.732993 1.783911 -0.19 1.04 0.26
C -1.300032 -2.089880 2.195897 2.17 0.41 -3.55
C -0.261284 -1.791721 1.153243 -1.58 -0.06 3.61
Cl -0.287681 -2.017159 -0.695016 -0.06 0.54 3.55
C 1.002716 -1.178604 2.012127 3.39 2.53 -2.31
O 1.991594 -0.339831 1.666542 -7.01 -6.47 2.85
O 0.792914 -1.849033 3.338507 -1.47 3.46 -0.48
C -0.660413 -1.608466 3.626280 -2.69 1.43 2.64
O -1.242962 -1.099603 4.719478 4.61 -3.88 -7.69
H -1.344714 -4.811070 5.476675 -1.85 0.88 -1.17
H -3.197240 -4.981244 5.783591 1.81 1.15 -1.38
H -2.567974 -3.278009 5.277579 0.76 -2.55 -0.42
H -0.616345 -4.644652 3.082156 -1.49 -1.61 -0.51
H -1.662396 -5.523406 1.773449 -0.11 0.06 2.35
H -1.150757 -6.414726 3.445780 -1.18 2.15 -1.29
H -3.502183 -1.812013 1.677566 1.49 -2.17 0.46
H -2.731812 -3.224555 0.696130 0.37 0.89 2.48
C -5.264257 -6.156518 -2.829349 -0.23 -0.06 0.17
C -3.871392 -6.107921 -2.226094 -0.03 0.14 -0.05
O -3.781296 -5.267076 -1.079006 0.16 0.14 -0.02
C -4.582041 -5.631941 0.041783 0.10 -0.07 0.10
C -4.233178 -6.994901 0.613478 -0.02 -0.21 -0.15
H -5.645252 -5.146014 -3.008460 0.12 -0.11 -0.03
H -5.252374 -6.704312 -3.776296 0.02 0.07 0.10
H -5.970574 -6.658289 -2.161379 0.04 -0.01 -0.11
H -3.183800 -5.691156 -2.969789 0.01 0.08 0.27
H -3.504778 -7.112528 -1.992483 -0.08 -0.03 0.05
H -5.645114 -5.568944 -0.212244 0.00 -0.05 0.01
H -4.401171 -4.873785 0.811332 -0.04 -0.03 -0.31
H -4.492573 -7.798068 -0.082503 0.00 0.03 0.10
H -4.779094 -7.170656 1.545128 0.08 0.08 -0.09
H -3.158915 -7.068640 0.811500 -0.14 0.02 0.02
C -0.742977 1.959149 -1.712992 -0.24 0.05 0.12
C -0.657063 1.709519 -3.208536 0.07 -0.15 0.10
O -1.363997 0.545662 -3.628812 0.02 -0.11 -0.03
C -2.770948 0.539697 -3.403106 0.08 -0.02 -0.16
C -3.504352 1.645895 -4.141105 0.07 0.27 0.03
H -0.461404 1.061796 -1.152785 0.07 0.10 -0.10
H -0.080948 2.780590 -1.423371 -0.05 -0.10 -0.05
H -1.759954 2.226804 -1.411398 0.09 0.06 0.01
H 0.392727 1.546748 -3.475005 -0.21 -0.16 -0.10
H -0.989877 2.583990 -3.776649 -0.06 0.06 0.06
H -2.985238 0.569459 -2.329882 -0.03 0.09 0.03
H -3.138633 -0.425929 -3.766550 0.28 0.06 0.04
H -3.246049 2.631292 -3.742324 -0.10 -0.06 -0.01
H -4.586641 1.519146 -4.043775 0.12 0.00 -0.01
H -3.240264 1.644114 -5.203624 -0.06 -0.09 0.11
C 2.073763 2.851133 1.556783 -0.16 -0.01 0.12
C 3.462997 3.450934 1.685683 -0.14 0.08 -0.12
O 3.455665 4.869358 1.823423 0.05 0.11 0.00
C 2.793859 5.393706 2.971272 0.17 0.01 -0.08
C 3.415793 4.946127 4.282405 0.05 -0.28 0.07
H 1.505060 3.354718 0.768535 0.14 -0.03 0.02
H 2.137624 1.784473 1.322077 0.01 0.31 0.03
H 1.506653 2.955801 2.486445 0.02 -0.09 -0.04
H 4.023464 3.232002 0.770531 -0.01 0.27 0.12
H 4.019285 2.990595 2.508391 -0.06 -0.04 0.06
H 1.725726 5.155838 2.937629 -0.01 -0.07 0.06
H 2.871529 6.484080 2.902195 0.07 -0.18 -0.22
H 3.273060 3.874010 4.446549 -0.03 0.09 0.05
H 2.959758 5.476661 5.123506 0.04 -0.03 -0.09
H 4.494022 5.136147 4.284651 -0.14 0.07 -0.02
C 6.725985 1.799317 -2.514925 0.02 -0.26 -0.11
C 5.388604 2.391375 -2.105992 0.03 0.11 -0.15
O 4.421386 2.379172 -3.152553 -0.05 0.04 -0.03
C 4.043374 1.100310 -3.654653 -0.10 0.12 0.08
C 3.397058 0.209178 -2.608537 0.13 -0.06 0.24
H 7.088989 2.261368 -3.438556 -0.05 0.03 0.15
H 7.468990 1.951151 -1.726370 -0.10 0.00 -0.08
H 6.646562 0.723528 -2.697164 0.07 0.06 0.07
H 5.540199 3.442259 -1.837254 -0.23 -0.10 -0.17
H 4.991677 1.896635 -1.213862 0.03 -0.10 0.01
H 4.900813 0.605317 -4.121984 0.03 -0.06 0.06
H 3.317212 1.283857 -4.453853 0.17 0.21 0.11
H 4.114788 -0.087130 -1.837941 -0.08 -0.05 -0.06
H 3.006906 -0.702673 -3.070268 0.02 0.11 0.03
H 2.576767 0.732714 -2.106817 0.04 -0.05 -0.11
C -1.382849 4.987789 -5.975659 0.05 0.09 -0.25
C -2.688617 5.333748 -5.281659 0.12 0.15 0.04
O -2.963475 6.731921 -5.258992 -0.01 0.01 0.07
C -3.116295 7.370871 -6.523458 -0.11 0.00 0.11
C -4.278013 6.827523 -7.336712 -0.04 -0.27 -0.05
H -0.557443 5.579637 -5.567276 -0.12 -0.11 0.04
H -1.153134 3.925369 -5.851469 -0.03 0.10 -0.01
H -1.434418 5.195786 -7.048468 0.02 -0.10 0.07
H -2.622842 5.014529 -4.236035 -0.11 0.27 -0.06
H -3.528768 4.786839 -5.721264 0.01 -0.03 -0.08
H -2.180355 7.325015 -7.089615 -0.01 -0.07 -0.06
H -3.301377 8.430056 -6.314670 0.10 -0.20 0.21
H -4.093458 5.798290 -7.658226 -0.02 0.10 -0.05
H -4.435156 7.434635 -8.233154 0.02 -0.05 0.11
H -5.198287 6.824336 -6.743604 0.12 0.09 -0.06
C 0.727068 -11.296402 -1.673676 0.17 0.11 -0.20
C -0.658765 -10.733746 -1.410549 0.09 0.05 0.14
O -0.660005 -9.332339 -1.151692 -0.05 0.06 0.07
C -0.187914 -8.491189 -2.200542 -0.15 0.01 0.06
C -1.018484 -8.585132 -3.468425 -0.05 -0.25 -0.13
H 1.420907 -11.007609 -0.877721 -0.14 -0.08 -0.04
H 0.691681 -12.388164 -1.734760 -0.01 0.13 0.02
H 1.136985 -10.921662 -2.616214 -0.02 -0.11 0.04
H -1.065596 -11.214126 -0.514290 -0.02 0.30 -0.05
H -1.345517 -10.971111 -2.229235 0.05 -0.01 -0.07
H 0.869172 -8.691253 -2.403427 -0.01 -0.05 -0.08
H -0.242709 -7.464657 -1.822456 -0.04 -0.23 0.17
H -0.914722 -9.565833 -3.941934 0.02 0.11 -0.03
H -0.699655 -7.829146 -4.192108 -0.03 -0.07 0.10
H -2.080912 -8.440001 -3.247345 0.16 0.05 -0.01
C 2.652829 9.010154 8.572354 -0.10 -0.17 -0.19
C 4.057585 8.880313 9.134628 -0.09 -0.08 0.14
O 4.332600 7.591212 9.676417 0.01 0.00 0.06
C 4.268538 6.493349 8.770283 0.14 0.04 0.09
C 5.275104 6.587753 7.637097 0.03 0.22 -0.16
H 1.908921 8.687404 9.307737 0.13 0.10 -0.03
H 2.447319 10.047349 8.291425 0.03 -0.11 0.05
H 2.521451 8.389741 7.680913 -0.01 0.11 0.02
H 4.170322 9.592656 9.958895 0.09 -0.29 0.01
H 4.810730 9.148522 8.386931 -0.04 -0.01 -0.08
H 3.250015 6.374156 8.386844 0.00 0.03 -0.08
H 4.486626 5.594564 9.357091 -0.06 0.27 0.12
H 5.038392 7.414274 6.960648 0.01 -0.11 -0.02
H 5.277811 5.665061 7.049287 -0.01 0.09 0.08
H 6.282755 6.763608 8.027487 -0.13 -0.10 0.00

151
Properties=species:S:1:pos:R:3:forces:R:3 method="wB97M-V/def2-TZVPD" orbital_gap_ev=7.89 total_charge=0 max_force_ev_per_a=3.11 total_energy_ha=-4529.573774 lumo_energy_ev=-0.54 e_homo_ha=-0.310
C -0.549449 -4.419122 -3.795500 0.83 0.23 0.05
N -1.907209 -4.242969 -4.280933 1.03 0.35 0.08
C -2.937492 -4.625950 -3.340141 -0.55 -0.01 0.39
P -2.130604 -3.639277 -5.818484 -0.44 0.11 0.72
O -0.878909 -3.295691 -6.507726 0.41 -0.23 -0.09
N -3.056481 -4.692877 -6.682674 -0.70 -0.37 -0.09
C -4.382343 -5.117599 -6.223190 0.13 0.65 -0.46
C -2.404619 -5.708797 -7.497272 0.93 0.09 0.63
N -3.153220 -2.349589 -5.533049 -0.39 -0.10 0.43
C -2.770971 -1.409858 -4.488457 0.68 -0.32 0.04
C -3.773656 -1.673533 -6.652462 -0.17 -0.50 -1.11
H -0.258140 -3.746065 -2.968714 -0.61 -0.22 0.23
H 0.201271 -4.127292 -4.532652 -0.35 -0.34 -0.35
H -0.378775 -5.459196 -3.498524 0.05 0.10 0.05
H -3.239155 -5.677406 -3.429993 -0.05 0.15 -0.16
H -3.815007 -3.973897 -3.407269 0.02 -0.17 -0.29
H -2.615270 -4.518260 -2.299058 0.37 0.08 -0.19
H -4.722628 -4.492849 -5.401971 -0.06 0.02 -0.03
H -5.042471 -4.962775 -7.080446 -0.36 -0.26 0.19
H -4.418409 -6.163190 -5.914201 0.15 -0.05 0.04
H -3.127950 -6.245610 -8.104423 -0.06 0.28 -0.29
H -1.605450 -5.234656 -8.064099 -0.21 -0.10 -0.36
H -1.903044 -6.460774 -6.867548 -0.17 -0.04 0.01
H -1.969168 -0.749076 -4.846587 -0.28 0.34 0.03
H -3.656324 -0.863135 -4.171144 0.08 0.24 0.02
H -2.338641 -1.919603 -3.623669 -0.24 -0.17 -0.07
H -4.255047 -0.760500 -6.316621 -0.04 0.06 0.01
H -4.521276 -2.304468 -7.143879 -0.13 -0.02 0.33
H -3.083430 -1.445981 -7.476007 0.24 0.29 0.32
C 1.173301 2.783877 6.686830 -0.94 0.26 -0.79
N 0.700322 4.093438 6.233048 0.15 0.00 0.80
C -0.627548 4.441208 6.773592 0.19 0.33 -0.81
P 1.041507 4.680075 4.699104 -0.76 -1.01 0.45
O 0.016416 5.651806 4.302359 0.02 0.32 -0.31
N 2.585654 5.242544 4.756126 0.69 0.39 -0.57
C 3.075626 6.086041 3.658350 -0.26 0.34 0.12
C 3.620101 4.687790 5.605329 -0.66 -0.82 0.44
N 1.013824 3.314230 3.713808 0.56 0.38 -0.48
C -0.281998 2.828747 3.268261 0.18 -0.80 -0.54
C 2.191957 2.474311 3.496460 -0.24 1.18 -0.02
H 1.156069 2.781031 7.774479 0.35 -0.16 0.06
H 2.150005 2.556931 6.271582 0.14 -0.04 0.31
H 0.476560 2.008974 6.329731 0.19 -0.16 0.15
H -1.412892 4.126344 6.075786 -0.08 0.10 0.15
H -0.663913 5.523767 6.869155 -0.31 -0.03 0.12
H -0.833798 3.964905 7.729805 0.40 -0.03 0.11
H 2.278759 6.751687 3.319229 -0.03 -0.19 0.00
H 3.863066 6.727010 4.062215 0.00 -0.07 -0.08
H 3.474423 5.551844 2.787495 -0.01 -0.20 0.18
H 3.916306 3.684492 5.276027 0.37 0.09 -0.06
H 4.497709 5.322192 5.653312 -0.02 0.21 -0.08
H 3.209409 4.547651 6.606525 0.16 0.21 0.08
H -0.162898 2.053795 2.498488 0.39 0.10 0.04
H -0.854573 2.302434 4.042989 -0.16 0.47 0.12
H -0.842109 3.606903 2.750627 -0.20 0.16 0.52
H 2.307956 1.759984 4.312268 0.09 -0.41 -0.31
H 3.072885 3.123641 3.468533 -0.03 -0.11 0.13
H 2.161111 2.047155 2.492477 -0.18 -0.42 0.13
C -0.926389 -1.446198 -0.281959 -0.08 -1.03 0.06
C -0.139998 -0.440771 -1.059051 -0.29 0.62 -0.22
C -0.529063 1.028365 -0.788426 -0.43 -0.75 0.30
O 0.721255 1.673225 -0.544226 -0.58 0.72 -0.24
C 1.708900 0.779826 -0.498704 -2.05 -0.70 -0.35
O 2.832440 1.034961 -0.324089 2.70 0.69 0.61
O 1.237667 -0.458368 -0.667421 0.00 -0.79 -0.27
H -0.545629 -2.468533 -0.402049 0.39 0.24 -0.07
H -1.939312 -1.563683 -0.666513 -0.20 0.49 0.16
H -0.924347 -1.225319 0.786316 -0.20 0.18 -0.02
H -0.228909 -0.624997 -2.132792 0.36 -0.27 0.01
H -1.178537 1.091579 0.086170 0.18 0.26 0.09
H -1.054153 1.462742 -1.632402 0.19 0.33 -0.09
C 1.776357 4.719091 0.235949 -0.26 -1.15 -0.52
C 2.020385 5.214110 -1.168295 -0.57 1.47 0.28
C 1.150362 4.653488 -2.296091 0.18 -0.58 0.93
O 0.871744 5.783102 -3.098030 0.14 -0.14 -0.87
C 1.044103 6.917345 -2.379394 0.05 -2.03 1.32
O 0.751820 7.989497 -2.729933 -0.35 1.92 -0.84
O 1.514261 6.593210 -1.155801 0.36 0.12 -0.23
H 1.997077 5.480692 0.969169 0.19 0.13 0.07
H 2.336023 3.800362 0.424931 0.17 0.15 0.11
H 0.722059 4.443379 0.311977 -0.02 0.18 0.20
H 3.074540 5.333288 -1.431473 0.00 -0.50 -0.01
H 0.217520 4.259208 -1.879627 -0.03 0.12 -0.05
H 1.628391 3.848034 -2.849454 0.11 0.24 -0.31
C -2.145137 -2.678296 4.590684 -0.70 -0.63 -0.11
C -1.614371 -2.898562 3.188791 0.23 -0.08 1.44
C -0.889591 -4.252579 3.052610 -0.47 1.38 -0.98
O -1.326806 -4.672659 1.736805 0.53 -0.68 0.69
C -2.370184 -3.942443 1.321241 1.17 0.85 2.24
O -2.917821 -4.077537 0.310227 -1.53 -0.54 -2.66
O -2.663001 -2.971673 2.219692 0.31 0.29 0.23
H -1.330126 -2.746420 5.306875 0.06 0.27 0.01
H -2.861600 -3.467348 4.846293 0.04 0.01 -0.08
H -2.674269 -1.733078 4.694085 0.23 0.16 0.00
H -0.914826 -2.072654 3.020683 -0.23 -0.02 -0.75
H -1.195712 -4.931525 3.844851 0.15 -0.35 -0.25
H 0.174991 -4.050210 2.991238 0.12 -0.53 0.29
C 1.418022 0.630176 -5.074723 -0.05 -0.31 0.09
C 2.477287 -0.443877 -5.101083 0.33 -0.60 0.15
C 3.784096 -0.113736 -4.328407 -1.42 0.14 -0.45
O 3.937434 -1.219409 -3.450401 0.90 -0.43 -0.41
C 2.917239 -2.109031 -3.563324 -0.61 2.35 0.25
O 2.763332 -3.024023 -2.838213 0.06 -1.25 0.16
O 1.994109 -1.629094 -4.428652 0.08 -0.24 -0.03
H 0.504497 0.294073 -5.563874 0.05 -0.03 -0.10
H 1.769787 1.535676 -5.568788 0.02 0.02 0.06
H 1.175433 0.840985 -4.029409 0.05 0.18 -0.04
H 2.749925 -0.793258 -6.102426 -0.30 0.37 -0.05
H 3.680632 0.785090 -3.719188 0.14 0.02 -0.05
H 4.540406 0.013308 -5.101142 0.64 -0.26 0.61
C 2.066374 -1.203531 2.380499 -0.69 0.27 -0.40
C 2.517791 -1.775820 3.724414 0.35 0.61 -2.04
C 3.255647 -0.745879 4.580220 -0.42 -1.36 0.10
O 2.253357 -0.393789 5.537038 0.24 0.77 0.09
C 1.237648 -1.277229 5.535204 1.79 -0.25 -2.19
O 0.348590 -1.303523 6.278965 -1.81 0.07 1.73
O 1.373232 -2.147232 4.479326 0.50 -0.18 0.56
H 2.915728 -0.957675 1.737999 0.02 0.05 0.14
H 1.415701 -0.322548 2.450942 0.31 0.13 0.37
H 1.450231 -1.898545 1.800646 0.26 -0.34 0.22
H 3.196149 -2.574519 3.402891 -0.44 -0.57 0.95
H 3.592833 0.039570 3.911578 -0.15 0.56 0.55
H 4.083010 -1.188495 5.135139 0.11 0.14 -0.10
C 0.325394 -6.252048 -0.462844 0.80 0.71 -0.14
N -0.460701 -7.378381 -1.008043 -0.58 0.26 -1.37
O -1.553330 -7.101826 -1.486805 0.43 -0.31 0.48
O 0.060097 -8.477365 -1.058729 -0.14 0.43 0.46
H 0.491689 -6.439852 0.590710 0.20 -0.02 -0.01
H -0.120047 -5.277955 -0.633280 -0.88 -0.35 0.19
H 1.244655 -6.155116 -1.043337 0.19 -0.72 0.29
C 5.549877 0.975366 1.654660 -0.08 -0.01 -0.66
N 5.524520 1.953472 0.524530 0.48 0.48 -0.03
O 6.135516 1.618079 -0.468414 -0.20 0.05 0.01
O 4.970392 3.026072 0.679957 0.04 -0.44 0.12
H 4.828935 1.308002 2.389222 -0.05 -0.14 0.08
H 6.567153 0.932285 2.030912 0.03 0.25 0.09
H 5.344482 0.024800 1.169194 -0.30 -0.08 0.30
C -4.933248 0.480269 2.474209 -0.87 0.68 0.04
N -3.696095 0.907156 1.785964 -0.57 -1.11 -0.26
O -2.699176 0.979396 2.445847 0.97 0.32 0.53
O -3.759166 1.077466 0.587000 -0.02 0.32 -0.29
H -4.709512 -0.105597 3.351760 0.27 -0.15 0.00
H -5.576687 -0.018591 1.761098 0.15 -0.22 -0.07
H -5.444280 1.396359 2.777914 0.11 -0.01 0.06
C -4.741349 3.160536 -1.525702 -1.03 0.66 0.80
N -3.843501 4.304281 -1.826795 -0.37 -1.31 -1.10
O -2.666733 4.119436 -1.715416 1.71 -0.31 0.73
O -4.332700 5.276392 -2.315749 -0.88 1.44 -0.10
H -5.011868 3.243415 -0.473455 0.35 -0.20 0.09
H -4.263602 2.219095 -1.738647 0.16 -0.04 -0.08
H -5.668694 3.359732 -2.051148 0.12 -0.26 -0.38